123
Properties=species:S:1:pos:R:3:forces:R:3 method="wB97M-V/def2-TZVPD" multiplicity=1 relative_energy_ev=3.344 lumo_energy_ha=-0.194 gap_ha=0.112 total_charge=+1
C -4.1294 -1.7670 -3.6875 -0.045 0.109 -0.012
C -4.1186 -2.5020 -2.3480 0.328 0.449 0.184
C -4.7737 -3.8787 -2.4475 -0.172 -0.090 0.185
C -4.7600 -1.6769 -1.2259 0.086 0.234 -0.830
C -6.1508 -1.5755 -1.2406 -0.245 -0.114 0.386
C -6.8355 -1.0711 -0.1409 0.271 0.434 -0.215
C -6.1110 -0.6668 0.9747 -0.293 -0.262 -0.021
C -4.7278 -0.8194 1.0331 0.469 0.513 0.053
C -4.0280 -0.8010 2.3918 0.099 0.087 -0.280
C -4.8897 -1.4591 3.4762 -0.059 -0.110 -0.059
C -3.6049 0.6056 2.8036 0.091 0.215 0.032
C -4.0306 -1.1109 -0.1586 -0.588 -0.889 0.251
N -2.5985 -1.3842 -0.1097 1.146 -1.068 0.434
N -2.4309 -2.7283 0.0339 1.719 -0.016 1.385
N -1.1415 -2.9168 0.3454 -2.623 1.705 -0.210
C -0.7456 -4.2022 0.8484 -0.132 -1.123 0.041
C -0.7558 -5.2948 -0.0401 0.359 -0.084 -0.199
C -1.4231 -5.2265 -1.4153 -0.055 0.504 0.195
C -2.3667 -6.4009 -1.6892 0.069 -0.074 0.188
C -0.3829 -5.0667 -2.5228 0.187 -0.023 -0.086
C -0.0650 -6.4484 0.3415 0.054 0.077 0.326
C 0.5398 -6.5261 1.6009 0.019 -0.071 -0.047
C 0.3442 -5.5097 2.5390 -0.163 -0.182 -0.218
C -0.3669 -4.3575 2.1986 -0.064 0.205 0.070
C -0.7702 -3.3667 3.3001 0.035 0.028 -0.526
C 0.4394 -2.6801 3.9103 0.281 0.277 -0.014
C -1.5774 -4.0223 4.4297 -0.138 -0.195 -0.116
C -0.4554 -1.7207 0.3914 -0.191 -2.666 0.560
C 0.9614 -1.7425 0.6117 1.590 0.008 -0.298
C 1.6630 -0.7475 1.3338 -0.331 -0.543 -0.197
C 3.0486 -0.7849 1.3865 -0.379 0.177 -0.497
C 3.7366 -1.5853 0.4748 0.487 -0.492 0.027
C 5.0921 -1.1477 -0.0071 0.712 -0.158 0.031
F 5.7312 -2.1112 -0.7328 -0.528 1.019 0.594
F 4.9247 -0.0483 -0.8313 0.410 -0.907 0.643
F 5.9459 -0.7591 0.9921 -0.752 -0.205 -0.829
C 3.1015 -2.6753 -0.1297 -0.476 0.443 0.473
C 1.7271 -2.7968 0.0328 -0.446 0.311 -0.118
C -1.3475 -0.7009 0.0882 -0.756 2.546 -0.607
C -0.9712 0.6497 -0.0618 -1.309 -1.672 0.187
H -3.6678 -0.7778 -3.5754 -0.100 -0.173 -0.134
H -3.5660 -2.3360 -4.4412 -0.206 0.160 0.148
H -5.1628 -1.6314 -4.0398 0.291 -0.002 0.001
H -3.0826 -2.6556 -2.0474 -0.052 0.006 -0.342
H -4.7882 -4.3622 -1.4625 0.002 0.028 -0.189
H -5.8124 -3.7931 -2.7921 0.240 -0.108 0.012
H -4.2313 -4.5337 -3.1411 -0.118 0.248 0.072
H -6.7221 -1.9710 -2.0850 0.298 0.106 0.285
H -7.9240 -1.0278 -0.1370 0.265 0.077 -0.027
H -6.6507 -0.3136 1.8505 0.139 -0.218 -0.082
H -3.1236 -1.4152 2.2689 -0.145 0.148 0.098
H -5.2736 -2.4278 3.1364 0.024 0.158 0.061
H -4.3000 -1.6367 4.3829 -0.056 0.130 -0.141
H -5.7454 -0.8263 3.7452 0.202 -0.153 0.002
H -2.8837 1.0145 2.0846 -0.127 -0.007 0.178
H -4.4815 1.2721 2.8376 0.266 -0.172 0.049
H -3.1354 0.5855 3.7985 -0.125 0.076 -0.247
H -2.0453 -4.3267 -1.3879 0.121 -0.293 -0.258
H -3.1300 -6.4674 -0.9036 0.161 -0.083 -0.160
H -2.8833 -6.2469 -2.6459 0.206 -0.096 0.221
H -1.8206 -7.3530 -1.7375 -0.184 0.177 -0.004
H 0.2693 -4.2039 -2.3245 -0.113 -0.204 -0.128
H 0.2460 -5.9684 -2.5893 -0.125 0.274 -0.044
H -0.8689 -4.9069 -3.4953 0.121 -0.079 0.221
H 0.0192 -7.2752 -0.3733 -0.060 0.294 0.397
H 1.1329 -7.4062 1.8708 -0.276 0.326 -0.111
H 0.7267 -5.6111 3.5612 -0.195 -0.053 -0.439
H -1.4095 -2.6171 2.8155 0.109 -0.013 0.173
H 1.0453 -2.1884 3.1477 -0.031 -0.123 0.204
H 0.1185 -1.9190 4.6295 0.080 -0.134 0.005
H 1.0713 -3.4118 4.4263 -0.077 0.138 0.003
H -2.4365 -4.5948 4.0573 0.209 0.102 0.049
H -0.9371 -4.6907 5.0223 -0.199 0.098 -0.153
H -1.9564 -3.2445 5.1061 0.106 -0.153 -0.150
H 1.1168 0.0459 1.8494 0.045 -0.448 0.078
H 3.5682 -0.1770 2.1143 0.187 0.331 -0.409
H 3.6496 -3.4181 -0.7010 -0.021 0.282 -0.015
H 1.1963 -3.6633 -0.3827 0.477 0.539 0.060
H 0.0945 0.8455 -0.0023 -0.354 0.208 0.008
H -1.7416 1.3924 -0.2276 0.356 0.128 -0.104
C 4.1637 4.0965 -2.8957 0.308 0.018 0.085
C 2.8098 4.2417 -3.6191 -0.153 0.376 0.247
C 3.0230 4.8813 -5.0013 -0.062 -0.214 -0.114
C 2.1491 2.8696 -3.7646 -0.052 0.230 -0.234
C 1.9725 5.1827 -2.7549 -0.660 -0.912 1.811
N 2.1417 6.5202 -2.8796 -0.267 1.016 -0.069
C 1.6494 7.2150 -1.7744 0.351 -1.206 -0.008
C 0.9801 6.2655 -0.9650 1.367 -0.363 -0.234
C 0.6771 6.6181 0.3502 -0.206 0.735 0.631
C 1.2156 7.8018 0.8795 -0.614 -0.669 -0.027
C 2.0048 8.6586 0.0968 -0.121 0.069 -0.955
C 2.1658 8.4078 -1.2714 -0.132 0.342 0.731
C 1.2584 4.9297 -1.5354 0.066 2.125 -2.882
C 1.3685 3.7370 -0.7491 1.795 0.406 1.429
C 2.4978 3.7171 0.1207 -0.260 -0.421 -0.300
C 3.3451 4.8680 0.2726 -0.145 1.093 0.543
C 4.2255 4.9974 1.3326 -0.406 0.157 -0.727
C 4.4743 3.9104 2.1738 -0.036 -0.126 0.107
C 5.4315 4.0729 3.3116 0.051 -0.273 0.287
C 3.8112 2.6913 1.9262 -0.305 -0.266 -0.223
C 2.8369 2.5977 0.9385 0.174 -0.155 0.591
H 4.0488 3.5185 -1.9705 0.111 -0.028 -0.318
H 4.9047 3.5968 -3.5393 -0.276 0.090 0.203
H 4.5727 5.0756 -2.6002 -0.093 -0.215 -0.239
H 2.0603 5.1723 -5.4438 0.271 0.030 0.054
H 3.7009 5.7486 -4.9527 -0.245 -0.258 -0.080
H 3.4790 4.1407 -5.6710 -0.013 0.236 0.150
H 1.1584 2.9730 -4.2250 0.168 -0.129 0.152
H 2.7715 2.2461 -4.4223 -0.185 0.039 0.300
H 2.0518 2.3714 -2.7905 -0.022 -0.019 -0.210
H 2.6065 6.9910 -3.6474 -0.127 -0.388 0.174
H 0.0270 5.9601 0.9269 0.401 0.165 0.219
H 1.0285 8.0675 1.9233 0.022 -0.175 -0.360
H 2.4850 9.5287 0.5433 -0.234 -0.182 -0.124
H 2.7648 9.0565 -1.9070 -0.084 -0.071 0.168
H 0.5993 2.9745 -0.7251 0.155 -0.454 -0.019
H 3.1915 5.7540 -0.3475 0.042 -0.448 0.125
H 4.6999 5.9630 1.5466 -0.090 -0.468 -0.317
H 5.3823 3.2179 3.9900 -0.012 0.149 -0.031
H 6.4704 4.1437 2.9654 -0.214 0.017 -0.145
H 5.2280 4.9917 3.8769 -0.035 -0.195 -0.179
H 4.0674 1.8362 2.5658 -0.231 0.366 -0.442
H 2.3285 1.6585 0.7497 -0.008 0.055 0.181